13
Properties=species:S:1:pos:R:3:forces:R:3:lowdin_charge:R:1 method="wB97M-V/def2-TZVPD" smiles="C[C@@]1(F)C=CN=C1" e_above_lowest_ev=2.190 multiplicity=1
C -1.075 0.127 0.490 1.8 0.7 2.6 -0.025
C -0.122 -0.887 -0.083 4.0 1.2 1.4 -0.494
F -0.726 -2.036 -0.389 -0.6 -1.3 0.0 0.053
C 0.782 -0.376 -1.207 -2.3 1.0 -3.5 -0.033
C 1.950 0.036 -0.766 0.4 -0.8 0.7 -0.148
N 2.087 -0.180 0.612 0.8 -0.3 2.0 0.044
C 1.117 -0.834 1.070 -2.4 -0.2 -2.3 -0.050
H -1.165 0.082 1.653 0.0 -0.5 -1.9 0.108
H -2.027 -0.109 0.071 -0.8 1.0 -0.6 0.076
H -0.465 1.075 0.391 -1.8 -0.4 -0.5 0.117
H 0.426 -0.176 -2.315 0.6 -0.8 2.4 0.153
H 2.878 0.352 -1.179 0.0 0.5 -1.1 0.098
H 0.852 -1.044 2.083 0.4 -0.1 0.7 0.102

***

16
Properties=species:S:1:pos:R:3:forces:R:3:lowdin_charge:R:1 method="wB97M-V/def2-TZVPD" smiles="C/N=C/[C@H]1O[C@@H]1C" e_above_lowest_ev=2.612 multiplicity=1
C 2.131 -0.145 -2.072 0.2 0.0 -0.1 -0.142
N 0.793 -0.220 -1.547 0.0 -0.3 0.3 -0.022
C 0.520 -0.952 -0.553 0.0 0.2 -0.2 -0.125
C -0.819 -0.685 0.035 0.0 0.2 -0.2 -0.266
O -1.333 -1.333 1.185 -0.1 -0.2 0.1 0.003
C -0.853 0.001 1.326 0.1 0.3 0.0 -0.316
C -1.770 1.174 1.527 -0.1 0.0 0.0 -0.036
H 2.550 0.818 -1.755 0.0 -0.2 -0.1 0.080
H 2.081 -0.128 -3.164 0.1 -0.1 0.1 0.072
H 2.806 -0.948 -1.740 -0.1 0.0 0.0 0.074
H 1.223 -1.631 -0.042 -0.1 0.1 -0.1 0.137
H -1.565 -0.409 -0.710 0.1 0.0 0.1 0.149
H 0.082 0.041 1.890 -0.1 0.0 -0.1 0.145
H -2.209 1.212 2.527 0.1 -0.1 -0.1 0.078
H -1.167 2.079 1.383 -0.2 -0.1 0.0 0.086
H -2.569 1.185 0.780 0.1 -0.1 0.2 0.083

***

41
Properties=species:S:1:pos:R:3:forces:R:3:lowdin_charge:R:1 method="wB97M-V/def2-TZVPD" total_charge=+1 e_above_lowest_ev=2.990 multiplicity=1
W -0.030 1.368 -0.392 -1.2 -4.3 1.3 0.724
Te 1.458 1.587 2.078 0.0 0.4 -0.5 0.461
Te -0.379 3.477 1.782 -0.2 0.3 0.8 0.196
Te -1.296 4.080 -0.798 0.0 0.9 -0.5 0.169
Te -1.809 2.127 -2.488 -0.2 0.4 0.1 0.371
N -1.760 0.977 0.441 0.1 0.2 -0.4 -0.195
C -1.018 0.010 0.833 -0.2 1.7 0.7 -0.597
N -1.229 -0.789 1.856 0.6 -0.7 -0.5 -0.086
C -0.352 -1.911 2.198 0.0 0.1 0.0 -0.108
C -0.016 -1.861 3.680 0.0 0.0 0.0 -0.188
O -1.194 -1.787 4.460 0.0 0.0 0.0 -0.115
C -1.925 -0.612 4.164 0.0 0.0 0.0 -0.174
C -2.404 -0.631 2.725 0.0 -0.1 -0.2 -0.089
H 0.546 -1.857 1.581 0.0 0.0 0.0 0.114
H -0.880 -2.842 1.978 0.0 0.0 0.0 0.136
H 0.622 -0.996 3.891 0.0 0.0 0.0 0.089
H 0.507 -2.768 3.979 0.0 0.0 0.0 0.135
H -1.303 0.275 4.339 0.0 0.0 0.0 0.126
H -2.777 -0.586 4.841 0.0 0.0 0.0 0.136
H -2.920 0.286 2.452 0.0 0.0 0.0 0.125
H -3.072 -1.483 2.573 0.0 0.0 0.0 0.139
N 2.520 -0.705 -0.539 -0.1 -0.1 -0.1 0.050
C 1.569 -0.077 -0.343 0.3 0.4 0.2 -0.558
N 2.708 0.800 -3.678 -0.1 0.2 0.3 0.155
N 2.512 1.811 -2.744 0.3 -0.4 -0.3 -0.219
N 3.445 2.639 -2.316 -0.2 0.1 0.2 0.195
C 2.876 3.179 -1.256 0.1 0.3 0.3 -0.110
N 1.639 2.688 -1.053 0.5 -0.3 -1.5 -0.168
N 1.440 1.831 -2.029 0.4 0.6 0.1 -0.122
H 3.011 1.221 -4.551 0.0 0.0 0.0 0.125
H 3.437 0.200 -3.292 0.0 0.0 -0.1 0.121
H 3.328 3.930 -0.630 0.1 0.0 0.0 0.141
N 0.177 -0.843 -2.852 0.0 0.0 0.0 0.015
C -0.373 -1.925 -3.423 0.0 0.1 0.0 -0.049
C -1.515 -2.224 -2.716 0.0 0.0 0.1 -0.019
C -1.580 -1.257 -1.710 0.0 -0.1 -0.2 -0.153
N -0.539 -0.431 -1.798 0.0 0.3 -0.1 -0.225
H 1.038 -0.374 -3.105 0.0 0.0 0.0 0.093
H 0.082 -2.394 -4.279 0.0 0.0 0.0 0.132
H -2.206 -3.027 -2.898 0.0 0.0 0.0 0.112
H -2.338 -1.105 -0.962 0.0 0.0 0.0 0.115

***

34
Properties=species:S:1:pos:R:3:forces:R:3:lowdin_charge:R:1 method="wB97M-V/def2-TZVPD" total_charge=+2 energy_ev=-142688.3971 multiplicity=1
Zn 6.387 23.627 -4.928 -0.2 1.0 -0.6 1.110
Zn 7.541 21.506 -6.650 0.0 1.1 1.1 1.359
F 7.480 22.058 -4.711 -0.5 -0.2 -0.9 -0.404
F 6.818 23.242 -6.865 0.3 -1.2 -0.4 -0.426
O 11.867 25.127 -7.837 0.2 -0.3 0.2 -0.248
S 10.957 25.592 -6.845 0.0 0.5 -0.7 0.557
O 10.896 25.072 -5.519 0.0 -0.1 0.1 -0.268
O 11.100 27.158 -6.707 -0.5 -0.5 0.1 -0.232
C 11.179 27.934 -7.931 0.7 0.6 -0.6 -0.241
C 10.015 28.883 -8.039 -1.8 -0.9 0.2 -0.057
C 9.331 25.409 -7.548 0.2 -0.3 0.2 -0.129
H 11.205 27.304 -8.823 0.0 -0.3 0.2 0.117
H 12.164 28.400 -7.920 -0.1 0.3 0.2 0.136
H 9.117 28.273 -8.241 0.2 -0.1 -0.3 0.058
H 10.033 29.563 -8.886 0.5 0.2 0.2 0.095
H 9.659 29.344 -7.118 0.9 0.5 0.1 0.080
H 9.252 26.022 -8.440 -0.3 0.2 0.2 0.067
H 8.653 25.624 -6.724 -0.3 0.3 -0.4 0.043
H 9.216 24.372 -7.866 0.2 0.0 0.1 0.052
O 5.355 25.134 -5.586 0.3 -1.3 1.1 -0.377
S 4.916 26.339 -6.334 0.5 1.7 -0.8 0.659
O 3.733 26.976 -5.915 -0.5 -0.6 0.4 -0.167
O 6.107 27.339 -6.261 -0.4 -0.4 -0.3 -0.250
C 6.634 27.762 -4.970 1.8 0.1 0.9 -0.220
C 6.785 29.269 -4.829 1.2 0.1 0.7 -0.035
C 4.935 25.976 -8.084 0.9 0.6 1.1 -0.045
H 7.640 27.332 -4.973 -0.1 -0.1 0.0 0.114
H 6.152 27.337 -4.089 -0.7 -0.1 -0.5 0.126
H 6.344 29.648 -3.909 -1.1 0.2 -0.6 0.091
H 6.642 29.813 -5.758 -0.6 0.1 0.2 0.095
H 7.821 29.502 -4.548 0.2 -0.4 -0.5 0.088
H 5.348 26.890 -8.513 -0.4 0.1 -0.2 0.094
H 3.916 25.776 -8.396 0.1 -0.3 -0.1 0.098
H 5.709 25.223 -8.199 -0.4 -0.4 -0.3 0.060

***

93
Properties=species:S:1:pos:R:3:forces:R:3:lowdin_charge:R:1 method="wB97M-V/def2-TZVPD" smiles="O=S1(=O)CCCC1.O=S1(=O)CCCC1.O=S1(=O)CCCC1.COC(=O)OC.COC(=O)OC.COC(=O)OC.COC(=O)OC" e_above_lowest_ev=0.000 multiplicity=1
O -4.553 4.032 -2.139 0.6 0.0 -0.2 -0.322
S -3.957 3.052 -3.019 0.2 0.1 0.9 0.638
O -2.521 2.844 -3.108 -0.5 0.6 0.0 -0.312
C -4.663 1.482 -2.707 -0.6 -1.5 0.3 -0.232
C -4.721 0.736 -4.062 -1.3 0.4 -0.4 -0.193
C -4.372 1.751 -5.170 0.0 -0.3 -1.3 -0.229
C -4.595 3.161 -4.635 -0.4 0.3 -1.1 -0.253
H -5.668 1.643 -2.248 0.9 -0.2 -0.2 0.123
H -3.975 0.918 -2.070 -0.3 0.4 0.4 0.094
H -4.184 -0.212 -4.083 0.4 0.4 0.0 0.115
H -5.747 0.441 -4.294 -0.1 0.0 0.5 0.106
H -4.972 1.600 -6.109 0.5 0.0 1.0 0.129
H -3.327 1.658 -5.461 0.1 0.0 0.0 0.108
H -5.662 3.479 -4.627 0.8 -0.2 0.2 0.129
H -3.983 3.869 -5.192 -0.2 0.2 0.0 0.112
O 6.095 -2.001 -2.807 -0.4 0.3 0.9 -0.325
S 5.206 -1.429 -1.801 0.6 -0.8 -0.5 0.662
O 5.471 -0.132 -1.255 0.2 1.0 0.0 -0.331
C 3.562 -1.585 -2.450 0.0 -0.1 -0.2 -0.214
C 2.939 -2.850 -1.844 0.3 0.3 -0.4 -0.179
C 4.061 -3.568 -1.070 -1.9 -1.1 1.2 -0.227
C 4.965 -2.547 -0.444 0.6 0.3 0.3 -0.230
H 3.714 -1.598 -3.507 0.0 -0.3 -0.8 0.097
H 3.049 -0.678 -2.224 -0.5 0.5 0.3 0.068
H 2.176 -2.522 -1.156 -0.3 0.0 0.3 0.081
H 2.453 -3.501 -2.591 0.3 0.3 0.3 0.115
H 4.539 -4.277 -1.721 0.7 -0.1 -0.2 0.110
H 3.551 -4.158 -0.283 0.4 0.1 -0.3 0.122
H 5.935 -2.906 -0.083 -0.2 0.0 -0.3 0.115
H 4.529 -1.944 0.380 -0.2 -0.4 -0.6 0.109
O -2.975 -0.804 4.363 0.1 -0.2 -0.8 -0.318
S -2.853 0.178 3.301 0.2 -0.4 0.3 0.664
O -2.790 -0.150 1.890 -0.5 -0.6 0.3 -0.337
C -4.103 1.390 3.619 -0.5 0.6 -0.5 -0.212
C -3.288 2.688 3.786 0.0 0.6 -0.2 -0.206
C -2.013 2.311 4.503 0.0 -1.6 0.0 -0.214
C -1.458 1.169 3.650 0.9 0.1 1.1 -0.254
H -4.663 1.055 4.503 0.4 0.3 -0.1 0.112
H -4.777 1.364 2.756 0.1 0.2 0.2 0.105
H -2.993 3.164 2.823 -0.5 -0.5 0.4 0.135
H -3.775 3.451 4.372 -0.7 0.2 0.0 0.109
H -2.221 1.932 5.504 -0.1 0.1 0.1 0.125
H -1.300 3.091 4.558 0.6 0.9 0.1 0.089
H -0.738 0.507 4.148 -0.1 0.3 -0.1 0.101
H -1.014 1.580 2.759 0.0 0.0 -0.5 0.084
C -0.803 -3.884 -0.926 1.5 1.2 -0.5 -0.062
O -1.237 -5.013 -1.603 -1.3 -1.5 -0.4 -0.002
C -0.559 -5.589 -2.594 1.3 0.9 -0.8 -0.626
O 0.431 -5.170 -3.161 -0.4 0.0 0.6 0.109
O -1.192 -6.689 -2.899 -0.6 -2.7 -1.0 0.008
C -0.785 -7.616 -4.027 1.3 2.2 1.3 0.041
H -1.569 -3.538 -0.252 -0.5 -0.1 -0.1 0.091
H -0.530 -3.084 -1.647 0.0 -0.4 0.6 0.097
H 0.044 -4.174 -0.309 0.4 0.3 0.0 0.095
H 0.075 -8.267 -3.814 -0.3 0.5 0.5 0.099
H -0.540 -7.014 -4.887 0.0 0.2 -0.2 0.085
H -1.636 -8.195 -4.195 -1.4 -0.8 -0.2 0.064
C 0.540 4.658 0.190 1.1 -0.8 0.3 0.006
O 1.695 4.514 1.048 0.1 -0.3 0.5 -0.019
C 1.453 3.990 2.248 0.0 -0.5 0.8 -0.556
O 0.363 3.612 2.689 2.1 0.8 -0.8 0.089
O 2.666 3.920 2.896 -2.0 -0.1 -0.2 -0.011
C 2.608 3.342 4.217 -1.3 -1.4 -0.4 -0.034
H 0.950 4.901 -0.793 -0.3 0.1 0.3 0.111
H -0.043 5.404 0.661 -0.9 0.9 -0.1 0.088
H 0.017 3.714 0.198 -0.3 -0.2 -0.3 0.074
H 3.569 3.524 4.633 0.6 0.1 0.4 0.084
H 2.356 2.250 4.182 0.7 0.7 -0.3 0.083
H 1.784 3.707 4.830 0.2 0.7 -0.1 0.091
C -1.346 0.982 -0.667 0.2 0.4 -1.1 -0.025
O 0.050 1.253 -0.604 1.3 -0.7 0.2 -0.053
C 0.818 0.151 -0.828 0.0 2.8 0.6 -0.621
O 0.396 -0.793 -1.388 0.0 -2.3 -0.6 0.149
O 2.065 0.314 -0.384 0.2 -0.2 -0.5 -0.013
C 2.473 1.668 -0.080 -0.5 0.1 -0.8 0.012
H -1.731 1.979 -0.815 -0.8 0.0 -0.1 0.084
H -1.619 0.547 0.258 -0.6 -0.3 0.8 0.046
H -1.562 0.293 -1.497 -0.1 0.5 0.2 0.105
H 3.464 1.621 0.337 0.3 -0.1 0.1 0.097
H 1.728 2.016 0.611 0.1 0.6 0.4 0.066
H 2.470 2.302 -1.005 0.0 -0.6 0.8 0.130
C 0.310 -1.407 2.062 0.1 -1.2 0.0 -0.027
O 1.676 -1.670 2.325 0.9 0.8 0.4 -0.011
C 2.341 -0.807 3.155 0.5 -3.5 -3.1 -0.601
O 1.870 -0.060 3.916 -1.1 2.2 1.8 0.167
O 3.622 -1.077 2.905 0.0 -0.2 0.1 -0.011
C 4.579 -0.212 3.480 -0.2 1.1 0.1 -0.035
H -0.241 -1.519 2.983 -0.5 0.0 0.1 0.091
H 0.046 -2.180 1.319 -0.2 0.5 0.5 0.103
H 0.167 -0.435 1.643 -0.1 0.7 -0.2 0.071
H 4.573 0.710 2.863 0.5 -0.4 0.4 0.106
H 5.531 -0.741 3.486 -0.1 0.2 -0.1 0.100
H 4.279 0.079 4.489 0.1 -0.2 0.0 0.093

***

20
Properties=species:S:1:pos:R:3:forces:R:3:lowdin_charge:R:1 method="wB97M-V/def2-TZVPD" total_charge=+1 e_above_lowest_ev=7.074 multiplicity=1
C 0.344 0.387 0.585 0.7 3.7 -2.6 0.059
C 0.305 -0.089 -0.797 -1.1 -1.3 -0.9 -0.328
C -0.408 0.848 -1.803 1.3 0.6 1.9 0.001
C -0.502 -1.083 -0.022 1.4 0.9 0.4 -0.031
C 0.197 -2.384 0.296 -5.0 -1.8 0.5 -0.025
N 0.822 1.733 0.565 0.3 -2.5 3.0 0.159
H -2.543 0.771 1.089 -0.5 -4.0 -1.6 0.024
H -0.699 0.856 3.838 0.8 0.0 -0.8 -0.006
H 1.196 -0.518 -1.216 0.6 -0.3 -0.2 0.161
H -0.801 0.376 -2.654 -0.5 -0.9 -0.9 0.081
H 0.392 1.501 -2.077 0.3 0.7 -0.7 0.080
H -1.136 1.476 -1.317 -0.5 0.0 0.2 0.081
H -1.543 -0.874 0.155 -0.3 -0.3 -0.1 0.101
H -2.473 1.372 1.332 0.5 4.1 1.6 0.050
H 0.392 -3.012 -0.577 0.1 0.6 -0.3 0.110
H -0.489 -3.067 0.968 1.5 1.5 -1.0 0.144
H 1.041 -2.109 0.779 3.0 0.2 1.6 0.046
H -1.217 0.827 4.329 -0.8 0.0 0.7 0.022
H 1.852 1.917 0.436 -1.3 -0.7 -1.3 0.169
H 0.658 2.274 1.410 -0.5 -0.3 0.4 0.101